(1)
Entry from the OMol25 dataset: a 4-piece molecular cluster, C3H13O3S overall (ωB97M-V with the def2-TZVPD basis set).

Each atom is followed by the atoms it is bonded to, with distances in Å.
Cartesian coordinates (Å):
1 C -0.3141 1.7364 -2.1847  C2 1.513, H5 1.083, H6 1.086, H7 1.098
2 C -1.3431 1.3345 -1.1507  C1 1.513, C3 1.511, H8 1.086, H9 1.113
3 C -0.7814 0.5871 0.0368  C2 1.511, S4 1.860, H10 1.075, H11 1.098
4 S 0.2596 1.6738 1.1300  C3 1.860
5 H 0.2594 2.5909 -1.8482  C1 1.083
6 H -0.7738 1.9009 -3.1553  C1 1.086
7 H 0.3587 0.8885 -2.3677  C1 1.098
8 H -1.9325 2.1765 -0.8009  C2 1.086
9 H -2.1646 0.7479 -1.6193  C2 1.113
10 H -0.2242 -0.2777 -0.2751  C3 1.075
11 H -1.5598 0.1899 0.7011  C3 1.098
12 H 0.4108 -4.1517 -2.1615  O14 0.965
13 H 0.1137 -4.3352 -0.6980  O14 0.967
14 O 0.3249 -4.8422 -1.4933  H12 0.965, H13 0.967
15 H 1.6241 1.3462 3.1298  O17 0.978
16 H 1.5357 2.7158 3.6908  O17 0.970
17 O 1.8145 1.8271 3.9601  H15 0.978, H16 0.970
18 H 0.2728 -1.4714 1.5125  O20 0.972
19 H 1.5262 -2.3398 1.6825  O20 0.962
20 O 0.5930 -2.2977 1.9111  H18 0.972, H19 0.962

As for the HOMO-LUMO gap: 6.07 eV. Its total charge is -1.

(2)
Entry from the OMol25 dataset: a 4-piece molecular cluster, C3H13O3S overall (ωB97M-V with the def2-TZVPD basis set).

Each atom is followed by the atoms it is bonded to, with distances in Å.
Cartesian coordinates (Å):
1 C -0.9629 -0.8394 -1.0780  C2 1.550, H5 1.087, H6 1.097, H7 1.087
2 C -0.3631 0.2496 -0.1518  C1 1.550, C3 1.555, H8 1.085, H9 1.088
3 C 0.8935 -0.2575 0.6116  C2 1.555, S4 1.811, H10 1.091, H11 1.106
4 S 0.5956 -1.1016 2.1856  C3 1.811
5 H -1.9965 -0.5472 -1.2423  C1 1.087
6 H -1.0812 -1.8358 -0.6346  C1 1.097
7 H -0.3933 -0.9252 -2.0002  C1 1.087
8 H -0.1454 1.0746 -0.8227  C2 1.085
9 H -1.1238 0.3629 0.6177  C2 1.088
10 H 1.4880 0.6489 0.7370  C3 1.091
11 H 1.4731 -0.8345 -0.1334  C3 1.106
12 H -1.3929 3.6050 -0.9403  O14 0.956
13 H -0.0844 4.0492 -0.4465  O14 0.962
14 O -1.0199 4.2471 -0.3381  H12 0.956, H13 0.962
15 H -0.7042 -2.5372 3.7665  O17 0.985
16 H -0.4758 -3.7983 4.5068  O17 0.962
17 O -1.2104 -3.2377 4.2388  H15 0.985, H16 0.962
18 H 2.7833 0.9308 -3.2881  O20 0.935
19 H 1.7718 0.2344 -2.3473  O20 0.952
20 O 1.9484 0.5120 -3.2407  H18 0.935, H19 0.952

As for the HOMO-LUMO gap: 5.81 eV. Its total charge is -1.

(3)
Entry from the OMol25 dataset: a 4-piece molecular cluster, C3H13O3S overall (ωB97M-V with the def2-TZVPD basis set).

Each atom is followed by the atoms it is bonded to, with distances in Å.
Cartesian coordinates (Å):
1 C -1.6060 1.5050 1.2209  C2 1.551, H5 1.077, H6 1.087, H7 1.091
2 C -1.2860 0.0112 1.4895  C1 1.551, C3 1.535, H8 1.097, H9 1.099
3 C 0.2230 -0.2132 1.6636  C2 1.535, S4 1.818, H10 1.100, H11 1.078
4 S 1.2909 0.0661 0.2192  C3 1.818
5 H -2.6436 1.7318 1.3980  C1 1.077
6 H -1.2561 1.7070 0.2122  C1 1.087
7 H -0.9243 2.1051 1.8262  C1 1.091
8 H -1.8306 -0.2544 2.4042  C2 1.097
9 H -1.5672 -0.6402 0.6505  C2 1.099
10 H 0.3298 -1.2884 1.8711  C3 1.100
11 H 0.5340 0.2457 2.5876  C3 1.078
12 H -2.0887 -0.9597 -3.1780  O14 0.977
13 H -2.5466 -2.3971 -3.3642  O14 0.967
14 O -2.8682 -1.4882 -3.4398  H12 0.977, H13 0.967
15 H 3.1275 0.2408 1.1709  O17 1.002
16 H 3.8545 -0.6386 2.1916  O17 0.963
17 O 4.0430 0.0201 1.5142  H15 1.002, H16 0.963
18 H -1.1830 0.7011 -1.3753  O20 0.967
19 H -0.0896 0.2494 -2.1608  O20 0.975
20 O -1.0629 0.2501 -2.2224  H18 0.967, H19 0.975

As for the HOMO-LUMO gap: 6.94 eV. Its total charge is -1.

Quick look at relative energies in eV: (1) 0.271; (2) 0.837; (3) 0.000.

(1)
Entry from the OMol25 dataset: a 2-piece molecular cluster, C2H8N2 overall (ωB97M-V with the def2-TZVPD basis set).

Each atom is followed by the atoms it is bonded to, with distances in Å.
Cartesian coordinates (Å):
1 C -6.1925 -1.1448 -1.4453  H2 1.091, H3 1.072, H4 1.071, H5 1.068
2 H -6.3463 -0.3794 -0.6837  C1 1.091
3 H -6.7858 -2.0381 -1.4441  C1 1.072
4 H -6.3355 -0.6071 -2.3599  C1 1.071
5 H -5.1831 -1.4598 -1.2974  C1 1.068
6 N 4.8099 -0.1385 1.2090  C7 1.369, H9 1.010, H10 1.024
7 C 4.0379 0.9254 0.8277  N6 1.369, N8 1.353, H11 1.119
8 N 4.6934 2.1047 0.7295  C7 1.353, H12 1.095
9 H 5.7043 0.2167 1.5154  N6 1.010
10 H 4.6628 -1.1281 0.9906  N6 1.024
11 H 2.9457 0.7425 0.9854  C7 1.119
12 H 3.9891 2.9065 0.9729  N8 1.095

As for the HOMO-LUMO gap (alpha / beta): 8.57 / 4.82 eV. Its total charge is +1. Its spin multiplicity is 2.

(2)
Entry from the OMol25 dataset: a 2-piece molecular cluster, C2H8N2 overall (ωB97M-V with the def2-TZVPD basis set).

Each atom is followed by the atoms it is bonded to, with distances in Å.
Cartesian coordinates (Å):
1 N -2.1515 0.0496 0.2948  H2 1.043, H3 1.019, H4 1.021
2 H -1.1817 -0.0508 -0.0752  N1 1.043
3 H -2.8772 -0.0430 -0.4140  N1 1.019
4 H -2.4108 -0.4767 1.1310  N1 1.021
5 C 1.2431 0.7416 0.6383  N7 1.410, H8 1.098, H9 1.077, H10 1.096
6 C 0.7976 -0.7891 -1.0381  N7 1.303, H11 1.072, H12 1.124
7 N 0.6732 -0.4785 0.2213  C5 1.410, C6 1.303
8 H 0.3901 1.3090 1.0347  C5 1.098
9 H 1.9209 0.5629 1.4554  C5 1.077
10 H 1.8459 1.1570 -0.1778  C5 1.096
11 H 1.3711 -0.1968 -1.7233  C6 1.072
12 H 0.3794 -1.7852 -1.3472  C6 1.124

As for the HOMO-LUMO gap (alpha / beta): 11.55 / 5.25 eV. Its total charge is +1. Its spin multiplicity is 2.

Quick look at relative energies in eV: (1) 0.000; (2) 0.417.

(1)
Entry from the OMol25 dataset: a 2-piece molecular cluster, C2H7NO overall (ωB97M-V with the def2-TZVPD basis set).

Each atom is followed by the atoms it is bonded to, with distances in Å.
Cartesian coordinates (Å):
1 C 1.3888 0.0276 1.2010  C2 1.334, H4 1.114, H5 1.113
2 C 1.5652 0.6063 0.0119  C1 1.334, O3 1.372, H6 1.130
3 O 1.1640 -0.1292 -1.0752  C2 1.372, H7 0.929
4 H 1.4849 0.5467 2.1820  C1 1.114
5 H 1.4950 -1.0662 1.3791  C1 1.113
6 H 1.9250 1.6699 -0.1113  C2 1.130
7 H 0.2411 -0.2011 -1.0003  O3 0.929
8 N -2.0235 -0.3269 -0.7466  H9 0.993, H10 1.045, H11 1.015
9 H -2.4833 -1.1142 -1.1395  N8 0.993
10 H -2.6059 0.5183 -0.9407  N8 1.045
11 H -2.1514 -0.5311 0.2395  N8 1.015

As for the HOMO-LUMO gap: 9.99 eV.

(2)
Entry from the OMol25 dataset: a 2-piece molecular cluster, C2H7NO overall (ωB97M-V with the def2-TZVPD basis set).

Each atom is followed by the atoms it is bonded to, with distances in Å.
Cartesian coordinates (Å):
1 C 1.3211 -0.0265 1.1897  C2 1.316, H4 1.085, H5 1.085
2 C 1.5903 0.3745 -0.0342  C1 1.316, O3 1.418, H6 1.094
3 O 0.8820 -0.1244 -1.1565  C2 1.418, H7 0.972
4 H 2.0286 0.1305 1.9973  C1 1.085
5 H 0.3603 -0.4846 1.4005  C1 1.085
6 H 2.4854 0.7922 -0.5053  C2 1.094
7 H -0.0059 -0.3049 -0.8032  O3 0.972
8 N -1.9220 -0.1379 -0.3852  H9 1.010, H10 1.019, H11 1.014
9 H -2.1480 -1.0207 -0.8212  N8 1.010
10 H -1.9357 0.5875 -1.1002  N8 1.019
11 H -2.6563 0.2143 0.2184  N8 1.014

As for the HOMO-LUMO gap: 9.66 eV.

Quick look at relative energies in eV: (1) 0.347; (2) 0.000.

(1)
Entry from the OMol25 dataset: a 2-piece molecular cluster, C2H5BrCl2Si overall (ωB97M-V with the def2-TZVPD basis set).

Each atom is followed by the atoms it is bonded to, with distances in Å.
Cartesian coordinates (Å):
1 C -1.1750 -0.2575 0.9020  Si3 1.845, H7 1.076, H8 1.142, H9 1.048
2 C 0.4461 0.3469 -2.4382  Br6 1.898, H10 1.087, H11 1.133
3 Si 0.4475 -0.7430 1.6346  C1 1.845, Cl4 2.010, Cl5 2.001
4 Cl 1.8449 0.6899 1.8201  Si3 2.010
5 Cl 0.4994 -1.8822 3.2794  Si3 2.001
6 Br 1.6327 1.8214 -2.2908  C2 1.898
7 H -1.9188 -0.9750 0.6039  C1 1.076
8 H -1.5716 0.3711 1.7693  C1 1.142
9 H -0.8415 0.5321 0.2981  C1 1.048
10 H -0.4184 0.6941 -2.9981  C2 1.087
11 H 1.0548 -0.5979 -2.5804  C2 1.133

As for the HOMO-LUMO gap (alpha / beta): 8.71 / 6.30 eV.

(2)
Entry from the OMol25 dataset: the molecule C2H5BrCl2Si (ωB97M-V with the def2-TZVPD basis set).

Each atom is followed by the atoms it is bonded to, with distances in Å.
Cartesian coordinates (Å):
1 C 1.3178 0.2026 0.5594  C2 1.512, H7 1.194, H8 1.037, H9 1.133
2 C 0.4349 0.0021 -0.6513  C1 1.512, Si3 1.867, H10 1.186, H11 1.104
3 Si -1.3171 -0.4059 -0.1504  C2 1.867, Cl4 1.983, Cl5 2.116, Br6 2.592
4 Cl -2.4322 -1.5362 -1.3380  Si3 1.983
5 Cl -1.5920 -1.2469 1.7716  Si3 2.116
6 Br -2.5431 1.8711 0.0263  Si3 2.592
7 H 1.7289 1.3035 0.3502  C1 1.194
8 H 0.8653 0.1558 1.4911  C1 1.037
9 H 2.1770 -0.5364 0.5656  C1 1.133
10 H 0.8422 -0.7781 -1.4456  C2 1.186
11 H 0.5183 0.9683 -1.1788  C2 1.104

As for the HOMO-LUMO gap: 10.22 eV.

Quick look at relative energies in eV: (1) 4.320; (2) 0.000.

(1)
Entry from the OMol25 dataset: a 2-piece molecular cluster, C4H5N3O3 overall (ωB97M-V with the def2-TZVPD basis set).

Each atom is followed by the atoms it is bonded to, with distances in Å.
Cartesian coordinates (Å):
1 C 0.7368 -0.3203 -0.5343  C2 1.343, C4 1.461, H11 1.030
2 C 1.2838 -1.5425 -0.6310  C1 1.343, O10 1.354, H12 1.030
3 C -0.0364 -1.6743 1.0702  C4 1.399, O10 1.334, H13 1.148
4 C -0.0999 -0.3369 0.6637  C1 1.461, C3 1.399, N6 1.307
5 N -0.7572 1.7602 0.3677  N6 1.352, H14 1.021, H15 1.021
6 N -0.8624 0.6300 1.1021  C4 1.307, N5 1.352
7 N -2.6774 -0.8062 -0.0950  O8 1.164, O9 1.169
8 O -2.2041 -1.8688 -0.0476  N7 1.164
9 O -3.7406 -0.3544 -0.2757  N7 1.169
10 O 0.7697 -2.3937 0.2884  C2 1.354, C3 1.334
11 H 0.9220 0.4051 -1.2410  C1 1.030
12 H 1.9199 -2.0618 -1.2524  C2 1.030
13 H -0.4637 -2.2386 1.9745  C3 1.148
14 H -0.7488 2.5325 1.0354  N5 1.021
15 H 0.0923 1.8508 -0.1922  N5 1.021

As for the HOMO-LUMO gap (alpha / beta): 8.76 / 6.70 eV.

(2)
Entry from the OMol25 dataset: the molecule C4H5N3O3 (ωB97M-V with the def2-TZVPD basis set).

Each atom is followed by the atoms it is bonded to, with distances in Å.
Cartesian coordinates (Å):
1 C -0.2925 1.6447 0.7352  C2 1.381, C3 1.339, H11 1.153
2 C -0.0427 1.8132 -0.6127  C1 1.381, N6 1.389, H12 1.141
3 C -0.2228 0.3637 1.1191  C1 1.339, N5 1.788, N7 1.321
4 C 0.2901 -1.6941 -1.0757  N5 1.467, H13 1.137, H14 1.091, H15 1.008
5 N -0.1157 -0.4127 -0.4882  C3 1.788, C4 1.467, N6 1.297
6 N 0.0726 0.5990 -1.2781  C2 1.389, N5 1.297, O8 1.245
7 N -0.2785 -0.4824 2.1318  C3 1.321, O9 1.222, O10 1.214
8 O 0.4112 0.5241 -2.4736  N6 1.245
9 O -0.4071 0.0257 3.2356  N7 1.222
10 O -0.1413 -1.6775 1.9702  N7 1.214
11 H -0.3369 2.3752 1.6263  C1 1.153
12 H -0.1221 2.7999 -1.1802  C2 1.141
13 H 1.0455 -1.4726 -1.8964  C4 1.137
14 H 0.6741 -2.3440 -0.2882  C4 1.091
15 H -0.5342 -2.0623 -1.5250  C4 1.008

As for the HOMO-LUMO gap: 8.01 eV.

Quick look at relative energies in eV: (1) 0.000; (2) 1.222.

(1)
Entry from the OMol25 dataset: a 4-piece molecular cluster, C2H11NO2S2 overall (ωB97M-V with the def2-TZVPD basis set).

Each atom is followed by the atoms it is bonded to, with distances in Å.
Cartesian coordinates (Å):
1 N 0.3438 -0.3623 2.4934  C2 1.461, H6 0.994, H7 1.003
2 C 1.0483 -0.1584 1.2299  N1 1.461, C3 1.540, H8 1.090, H9 1.091
3 C 0.5331 -1.1717 0.1906  C2 1.540, S4 1.756, H10 1.095, H11 1.132
4 S 1.0938 -0.8206 -1.4361  C3 1.756
5 S -2.2603 0.2201 0.4327  H12 1.338
6 H -0.6337 -0.3544 2.3122  N1 0.994
7 H 0.6468 0.0684 3.3477  N1 1.003
8 H 0.7857 0.8343 0.8651  C2 1.090
9 H 2.1164 -0.3378 1.3626  C2 1.091
10 H 0.9215 -2.1809 0.3655  C3 1.095
11 H -0.5970 -1.2181 0.2467  C3 1.132
12 H -3.2238 0.8732 -0.2269  S5 1.338
13 H -1.8134 -0.3654 -1.8540  O15 0.969
14 H -0.7659 -1.1213 -2.6496  O15 0.960
15 O -1.3438 -0.3560 -2.7013  H13 0.969, H14 0.960
16 H 0.9667 2.8460 -1.6800  O18 0.963
17 H 1.2055 1.3744 -1.3587  O18 0.980
18 O 0.9763 2.2305 -0.9397  H16 0.963, H17 0.980

As for the HOMO-LUMO gap: 4.30 eV.

(2)
Entry from the OMol25 dataset: a 3-piece molecular cluster, C2H11NO2S2 overall (ωB97M-V with the def2-TZVPD basis set).

Each atom is followed by the atoms it is bonded to, with distances in Å.
Cartesian coordinates (Å):
1 N -0.9463 -0.1074 2.1348  C2 1.446, H6 1.010, H7 1.005
2 C -0.3289 0.7728 1.1675  N1 1.446, C3 1.548, H8 1.112, H9 1.104
3 C 1.1012 0.2866 0.8295  C2 1.548, S4 1.767, H10 1.088, H11 1.083
4 S 2.1110 1.3741 -0.1289  C3 1.767, S5 2.089
5 S 3.5129 0.1487 -1.0757  S4 2.089, H12 1.327
6 H -1.9343 0.0931 2.0739  N1 1.010
7 H -0.7768 -1.0982 2.1337  N1 1.005
8 H -0.2672 1.8370 1.4836  C2 1.112
9 H -0.8931 0.8071 0.2190  C2 1.104
10 H 0.9793 -0.7280 0.4548  C3 1.088
11 H 1.5472 0.2651 1.8164  C3 1.083
12 H 3.0667 0.2486 -2.3211  S5 1.327
13 O -2.9067 -2.2647 0.2220  H14 0.957, H15 0.961
14 H -2.9273 -2.7814 -0.5827  O13 0.957
15 H -3.8137 -1.9507 0.2592  O13 0.961
16 O 0.5230 1.3046 -2.9018  H17 0.959, H18 0.970
17 H 0.6597 0.5444 -3.4702  O16 0.959
18 H 1.2931 1.2486 -2.3139  O16 0.970

As for the HOMO-LUMO gap: 9.41 eV.

(3)
Entry from the OMol25 dataset: a 3-piece molecular cluster, C2H11NO2S2 overall (ωB97M-V with the def2-TZVPD basis set).

Each atom is followed by the atoms it is bonded to, with distances in Å.
Cartesian coordinates (Å):
1 N 2.0807 -1.5668 1.2848  C2 1.480, H6 1.005, H7 1.014
2 C 1.4033 -1.2669 0.0031  N1 1.480, C3 1.498, H8 1.099, H9 1.097
3 C -0.0714 -1.1841 0.2507  C2 1.498, S4 1.825, H10 1.088, H11 1.090
4 S -0.9934 -0.8510 -1.2891  C3 1.825, S5 2.071
5 S -2.4783 0.4391 -0.6400  S4 2.071, H12 1.358
6 H 2.9057 -2.1187 1.1258  N1 1.005
7 H 2.3656 -0.6749 1.6738  N1 1.014
8 H 1.7209 -2.0393 -0.7106  C2 1.099
9 H 1.8731 -0.3877 -0.4557  C2 1.097
10 H -0.2736 -0.4429 1.0209  C3 1.088
11 H -0.4229 -2.1474 0.6211  C3 1.090
12 H -3.3326 -0.5240 -0.2090  S5 1.358
13 O 2.7387 1.3684 1.4449  H14 0.963, H15 0.968
14 H 3.1085 1.9355 0.7605  O13 0.963
15 H 1.8214 1.6294 1.2802  O13 0.968
16 O 0.2488 2.4923 0.3606  H17 0.948, H18 0.978
17 H -0.4049 2.1858 -0.2545  O16 0.948
18 H -0.1700 3.2845 0.7524  O16 0.978

As for the HOMO-LUMO gap: 9.45 eV.

Quick look at relative energies in eV: (1) 5.004; (2) 0.603; (3) 0.000.